C14H28NO3PS2 | ωB97M-V/def2-TZVPD

Geometry as XYZ:
```
49
Properties=species:S:1:pos:R:3:mulliken_charge:R:1
C 1.42439 -5.44813 -0.13355 -1.31
C 0.56249 -4.70861 0.89513 -0.24
C 0.83499 -3.23171 0.78325 -0.27
O -0.01365 -2.57486 1.72703 -0.42
P 0.27402 -0.96567 1.81103 0.90
S -1.02285 -0.13860 3.03278 -0.48
O 1.85014 -0.76433 2.25243 -0.26
C 2.20291 -1.28361 3.53455 -0.44
C 3.71142 -1.16778 3.65680 -0.52
C 4.46790 -1.97454 2.62163 -1.09
S 0.12830 -0.07969 -0.06351 -0.19
C -1.72921 -0.09492 -0.27787 -0.80
C -2.21199 0.61541 -1.53324 0.43
O -2.75581 -0.06641 -2.38660 -0.66
N -2.08925 1.99737 -1.68815 0.18
C -1.55237 2.89082 -0.61619 -0.69
C -0.46545 3.80090 -1.24525 -0.57
C -0.99910 4.60285 -2.43528 -0.78
C -1.55432 3.59816 -3.49529 -0.80
C -2.63409 2.66678 -2.91596 -0.05
C -3.91000 3.37216 -2.58916 -1.50
H 1.35474 -6.54438 -0.06252 0.35
H 1.15625 -5.15339 -1.17179 0.32
H 2.42546 -5.16331 -0.05781 0.40
H -0.52588 -4.88513 0.72149 0.25
H 0.83369 -5.05236 1.92970 0.26
H 0.49249 -2.96321 -0.22376 0.37
H 1.93679 -3.01499 0.86101 0.10
H 1.94183 -2.34808 3.61509 0.29
H 1.70070 -0.73694 4.36860 0.38
H 3.92490 -0.10865 3.53970 0.29
H 4.01891 -1.51792 4.64573 0.35
H 5.52490 -1.84678 2.75815 0.39
H 4.15213 -1.68706 1.62569 0.26
H 4.22394 -3.03139 2.77929 0.26
H -2.18860 0.37153 0.60611 0.51
H -2.08042 -1.11026 -0.36285 0.48
H -2.29277 3.58374 -0.24657 0.28
H -1.15525 2.40871 0.27886 0.43
H -0.00235 4.49048 -0.54676 0.44
H 0.29999 3.11165 -1.61936 0.22
H -0.20218 5.18574 -2.83882 0.39
H -1.76127 5.29041 -2.09618 0.31
H -0.72682 2.95205 -3.84405 0.35
H -1.95489 4.14017 -4.37363 0.35
H -2.87414 1.89275 -3.68327 0.40
H -3.72163 4.33891 -2.08869 0.29
H -4.47393 3.54003 -3.50431 0.42
H -4.54505 2.81208 -1.94364 0.38
```

Summary:
Energy relative to the best compared isomer or geometry (same formula, charge and spin) (eV): 0.000
Frontier orbital gap (eV): 9.38
Charge: 0
Lowest unoccupied orbital energy (eV): 0.67
E_HOMO (eV): -8.7
DFT total energy (eV): -53566.515
SMILES: CCCOP(=S)(OCCC)SCC(=O)N1CCCC[C@@H]1C